Record 1
# C5H8N2O2

2 unconnected molecules or ions with the total composition C5H8N2O2 in a non-equilibrium geometry (ωB97M-V with the def2-TZVPD basis set, OMol25).

Output
LUMO energy (alpha / beta) (eV): -0.6 / -0.6
Energy relative to the best compared isomer or geometry (same formula, charge and spin) (eV): 6.936
HOMO energy (alpha / beta) (eV): -8.469 / -8.464
HOMO-LUMO gap (alpha / beta) (eV): 7.9 / 7.9
Spin multiplicity: 1

Geometry (Å):
C (-2.033, -0.555, 1.526)
C (-1.593, -0.222, 0.461)
C (1.416, -0.104, 0.416)
C (-0.775, 1.949, -0.740)
C (-1.159, 0.488, -0.662)
N (1.629, -1.213, 1.201)
N (0.892, -0.316, -0.863)
O (1.794, 1.058, 0.638)
O (0.676, -1.683, -1.029)
H (-2.506, -1.171, 2.121)
H (-0.912, 2.414, -1.740)
H (-1.227, 2.558, 0.014)
H (0.411, 1.735, -0.624)
H (-1.487, 0.154, -1.617)
H (1.624, -2.176, 0.854)
H (2.231, -1.043, 1.942)
H (1.019, -1.873, -1.895)



Record 2
# C5H8N2O2

A single C5H8N2O2 molecule in a non-equilibrium geometry (ωB97M-V with the def2-TZVPD basis set, OMol25).

Output
LUMO energy (eV): 0.3
Energy relative to the best compared isomer or geometry (same formula, charge and spin) (eV): 3.030
HOMO energy (eV): -9.246
HOMO-LUMO gap (eV): 9.5
Spin multiplicity: 1
Structure (SMILES): CC(=O)/C=N\NC(C)=O

Geometry (Å):
C (0.590, -1.187, -1.721)
C (0.567, -1.339, -0.230)
O (-0.094, -2.178, 0.372)
C (1.585, -0.537, 0.544)
N (1.556, 0.749, 0.658)
N (0.498, 1.459, 0.142)
C (-0.694, 1.463, 0.989)
C (-1.802, 0.493, 0.691)
O (-0.863, 2.407, 1.753)
H (0.329, -2.142, -2.187)
H (1.584, -0.911, -2.081)
H (-0.129, -0.426, -2.032)
H (2.387, -1.126, 1.011)
H (0.791, 2.439, 0.192)
H (-1.788, 0.197, -0.360)
H (-1.753, -0.346, 1.387)
H (-2.763, 0.984, 0.871)



Record 3
# C5H8N2O2

A single C5H8N2O2 molecule in a non-equilibrium geometry (ωB97M-V with the def2-TZVPD basis set, OMol25).

Output
LUMO energy (alpha / beta) (eV): 0.8 / -1.0
⟨S²⟩: 2.02
Energy relative to the best compared isomer or geometry (same formula, charge and spin) (eV): 3.814
HOMO energy (alpha / beta) (eV): -6.852 / -9.927
HOMO-LUMO gap (alpha / beta) (eV): 7.7 / 9.0
Spin multiplicity: 3

Geometry (Å):
C (-1.451, -0.906, -0.952)
C (-0.234, -1.178, -0.672)
C (-2.281, 0.159, -0.203)
C (0.908, -2.050, -0.321)
C (1.816, 1.650, 0.593)
N (-1.529, 0.959, 0.580)
N (-0.270, 0.751, 0.849)
O (-3.442, 0.210, -0.435)
O (0.489, 1.889, 0.368)
H (-2.088, -1.262, -1.854)
H (0.644, -2.396, 0.662)
H (1.873, -1.474, -0.426)
H (1.006, -2.856, -0.999)
H (2.262, 2.552, 0.844)
H (2.195, 1.198, -0.334)
H (2.066, 0.884, 1.365)
H (-1.964, 1.871, 0.936)



Record 4
# C5H8N2O2P

2 unconnected molecules or ions with the total composition C5H8N2O2P in a non-equilibrium geometry (ωB97M-V with the def2-TZVPD basis set, OMol25).

Output
LUMO energy (eV): 3.6
Charge: -1
Energy relative to the best compared isomer or geometry (same formula, charge and spin) (eV): 2.334
HOMO energy (eV): -4.137
HOMO-LUMO gap (eV): 7.7
Spin multiplicity: 1

Geometry (Å):
C (-0.650, -0.216, -1.553)
C (1.413, -1.059, -1.951)
C (-0.265, 0.358, -0.424)
C (1.778, -1.144, -0.498)
C (1.111, 0.045, 0.151)
N (0.307, -0.767, -2.406)
N (-1.998, 0.167, 2.288)
O (-3.021, 2.107, 0.852)
O (-0.789, 2.589, 2.043)
P (-1.725, 1.657, 1.431)
H (-1.677, 0.054, -1.945)
H (2.158, -1.062, -2.842)
H (1.272, -2.105, -0.037)
H (2.902, -1.096, -0.275)
H (1.762, 0.985, 0.036)
H (0.985, -0.099, 1.355)
H (-0.953, -0.207, 2.166)
H (-2.612, -0.207, 1.610)



Record 5
# C5H8N2O2S2

A single C5H8N2O2S2 molecule in a non-equilibrium geometry (ωB97M-V with the def2-TZVPD basis set, OMol25).

Output
LUMO energy (eV): 0.4
Energy relative to the best compared isomer or geometry (same formula, charge and spin) (eV): 0.000
HOMO energy (eV): -9.381
HOMO-LUMO gap (eV): 9.8
Spin multiplicity: 1
Structure (SMILES): CC1(C)C(=O)N(S)C(=O)N1S

Geometry (Å):
C (0.416, -1.380, 1.097)
C (-0.078, -0.484, -0.080)
C (-0.805, -1.366, -1.052)
C (-1.112, 0.462, 0.488)
O (-2.159, 0.208, 0.957)
N (-0.521, 1.792, 0.397)
S (-1.209, 3.317, 0.786)
C (0.594, 1.753, -0.464)
O (1.128, 2.682, -0.945)
N (0.986, 0.408, -0.549)
S (2.055, -0.170, -1.828)
H (-0.160, -1.139, 1.971)
H (1.448, -1.280, 1.331)
H (0.199, -2.482, 0.873)
H (-1.044, -2.405, -0.532)
H (-0.191, -1.599, -1.878)
H (-1.709, -0.972, -1.469)
H (-0.302, 3.709, 1.814)
H (2.465, -1.056, -0.917)



Record 6
# C5H8N2O3

2 unconnected molecules or ions with the total composition C5H8N2O3 in a non-equilibrium geometry (ωB97M-V with the def2-TZVPD basis set, OMol25).

Output
LUMO energy (eV): 0.7
Energy relative to the best compared isomer or geometry (same formula, charge and spin) (eV): 2.238
HOMO energy (eV): -8.458
HOMO-LUMO gap (eV): 9.1
Spin multiplicity: 1
Structure (SMILES): Nc1ocnc1[C@@H]1CO1.O

Geometry (Å):
N (2.116, -0.920, -0.719)
C (1.506, -0.729, 0.479)
O (1.660, -1.664, 1.442)
C (0.611, -1.490, 2.290)
N (-0.148, -0.506, 1.964)
C (0.488, 0.106, 0.884)
C (-0.033, 1.251, 0.134)
C (-1.143, 2.087, 0.585)
O (-1.381, 1.142, -0.451)
H (2.857, -1.611, -0.724)
H (1.473, -0.997, -1.543)
H (0.443, -2.272, 3.024)
H (0.677, 1.683, -0.580)
H (-1.623, 1.849, 1.537)
H (-1.172, 3.136, 0.278)
O (-1.991, -0.561, -3.199)
H (-2.483, 0.300, -3.122)
H (-1.858, -0.803, -2.278)



Record 7
# C5H8N2O3

A single C5H8N2O3 molecule in a non-equilibrium geometry (ωB97M-V with the def2-TZVPD basis set, OMol25).

Output
LUMO energy (alpha / beta) (eV): -1.0 / -1.1
Energy relative to the best compared isomer or geometry (same formula, charge and spin) (eV): 10.086
HOMO energy (alpha / beta) (eV): -8.471 / -8.397
HOMO-LUMO gap (alpha / beta) (eV): 7.5 / 7.3
Spin multiplicity: 1

Geometry (Å):
C (-1.079, -0.156, 1.436)
C (-0.983, -0.735, 0.186)
C (0.800, 1.550, -0.227)
C (-2.048, -1.753, -0.239)
C (1.967, 2.449, -0.022)
N (0.150, -0.758, -0.519)
N (1.111, 0.314, -0.318)
O (2.422, -0.266, -0.199)
O (-2.325, -0.034, 1.938)
O (0.471, -1.530, -1.455)
H (-3.089, -1.524, 0.073)
H (-1.838, -1.718, -1.332)
H (-1.622, -2.745, 0.104)
H (3.014, 1.985, 0.046)
H (1.841, 3.093, -0.797)
H (1.710, 3.111, 0.878)
H (-2.922, -0.233, 1.204)
H (2.421, -1.050, -0.757)



Record 8
# C5H8N2O3

A single C5H8N2O3 molecule in a non-equilibrium geometry (ωB97M-V with the def2-TZVPD basis set, OMol25).

Output
LUMO energy (alpha / beta) (eV): 0.1 / 0.1
Energy relative to the best compared isomer or geometry (same formula, charge and spin) (eV): 6.222
HOMO energy (alpha / beta) (eV): -7.991 / -7.993
HOMO-LUMO gap (alpha / beta) (eV): 8.1 / 8.1
Spin multiplicity: 1

Geometry (Å):
C (0.360, 0.781, -0.015)
C (-1.989, -0.506, 0.287)
C (1.642, 0.002, -0.043)
C (1.754, -1.372, -0.627)
C (2.621, 0.529, 0.705)
N (-3.243, -0.302, 0.180)
N (-1.058, 0.472, 0.034)
O (0.530, 1.922, -0.385)
O (-4.097, -1.218, 0.551)
O (-1.749, 1.699, -0.286)
H (-1.584, -1.431, 0.824)
H (1.389, -1.248, -1.630)
H (1.124, -2.144, -0.179)
H (2.724, -1.718, -0.633)
H (2.651, 1.550, 1.125)
H (-3.504, 0.672, -0.143)
H (3.534, -0.028, 0.787)
H (-1.104, 2.342, -0.554)



Record 9
# C5H8N2O3

A single C5H8N2O3 molecule in a non-equilibrium geometry (ωB97M-V with the def2-TZVPD basis set, OMol25).

Output
LUMO energy (eV): -0.2
Energy relative to the best compared isomer or geometry (same formula, charge and spin) (eV): 3.871
HOMO energy (eV): -9.877
HOMO-LUMO gap (eV): 9.6
Spin multiplicity: 1
Structure (SMILES): [H]/N=C(\O)CO/C(C=O)=N/C

Geometry (Å):
H (4.165, -0.628, 1.037)
N (3.468, 0.176, 0.493)
C (2.427, -0.037, 1.156)
O (2.796, -1.259, 2.085)
C (1.016, -0.204, 0.695)
O (0.635, 0.618, -0.375)
C (-0.657, 0.509, -0.752)
C (-0.924, 1.507, -1.857)
O (-2.023, 1.731, -2.294)
N (-1.462, -0.280, -0.182)
C (-2.885, -0.283, -0.444)
H (1.990, -1.767, 2.263)
H (0.382, 0.020, 1.571)
H (0.886, -1.253, 0.371)
H (-0.015, 2.023, -2.232)
H (-3.365, -0.990, 0.244)
H (-3.331, 0.712, -0.302)
H (-3.101, -0.594, -1.476)



Record 10
# C5H8N2O6S

A single C5H8N2O6S molecule in a non-equilibrium geometry (ωB97M-V with the def2-TZVPD basis set, OMol25).

Output
LUMO energy (eV): 0.3
Energy relative to the best compared isomer or geometry (same formula, charge and spin) (eV): 1.765
HOMO energy (eV): -10.314
HOMO-LUMO gap (eV): 10.6
Spin multiplicity: 1
Structure (SMILES): CC(=O)OS(=O)(=O)/N=C(\O)[C@H](N)C=O

Geometry (Å):
C (-2.622, -2.181, 0.707)
C (-1.963, -0.988, 0.059)
O (-1.034, -1.100, -0.691)
O (-2.498, 0.206, 0.310)
S (-1.736, 1.495, -0.274)
O (-1.692, 1.388, -1.736)
O (-2.425, 2.540, 0.356)
N (-0.313, 1.268, 0.438)
C (0.699, 0.814, -0.267)
O (0.780, 0.833, -1.614)
C (1.915, 0.475, 0.507)
N (2.437, 1.823, 1.085)
C (3.129, -0.021, -0.265)
O (3.074, -0.913, -1.007)
H (-2.351, -2.177, 1.679)
H (-2.294, -3.074, 0.026)
H (-3.716, -2.052, 0.394)
H (-0.097, 0.919, -2.016)
H (1.572, -0.305, 1.154)
H (1.634, 2.031, 1.682)
H (2.349, 2.558, 0.311)
H (4.043, 0.435, 0.132)



Record 11
# C5H8N2OS

A single C5H8N2OS molecule in a non-equilibrium geometry (ωB97M-V with the def2-TZVPD basis set, OMol25).

Output
LUMO energy (eV): 0.2
Energy relative to the best compared isomer or geometry (same formula, charge and spin) (eV): 3.745
HOMO energy (eV): -9.647
HOMO-LUMO gap (eV): 9.8
Spin multiplicity: 1

Geometry (Å):
C (0.069, 0.214, 0.557)
C (0.144, -0.841, -0.524)
C (-1.322, -1.459, 0.978)
C (1.034, 1.207, 1.079)
C (1.042, -0.870, -1.751)
N (-0.816, -0.416, 1.552)
N (-0.703, -1.729, -0.285)
O (-2.590, 0.600, -0.501)
S (-1.272, 1.228, -0.575)
H (-2.190, -2.111, 1.247)
H (1.940, 0.811, 1.271)
H (0.733, 1.504, 2.053)
H (1.102, 2.132, 0.357)
H (1.429, 0.132, -1.919)
H (0.529, -1.282, -2.577)
H (1.921, -1.312, -1.413)
H (-1.052, 2.191, 0.449)



Record 12
# C5H8N2S

A single C5H8N2S molecule in a non-equilibrium geometry (ωB97M-V with the def2-TZVPD basis set, OMol25).

Output
LUMO energy (eV): 0.5
Energy relative to the best compared isomer or geometry (same formula, charge and spin) (eV): 2.145
HOMO energy (eV): -8.142
HOMO-LUMO gap (eV): 8.7
Spin multiplicity: 1
Structure (SMILES): C/C=C1\CN=CN1S

Geometry (Å):
C (2.200, -0.922, -0.075)
C (0.699, -0.988, -0.102)
C (-0.148, 0.019, -0.062)
C (0.175, 1.541, -0.118)
N (-1.132, 2.259, -0.149)
C (-2.002, 1.296, -0.051)
N (-1.547, -0.012, -0.012)
S (-2.296, -1.527, -0.215)
H (2.551, 0.170, -0.322)
H (2.473, -1.285, 0.978)
H (2.727, -1.580, -0.832)
H (0.344, -2.011, -0.118)
H (0.637, 1.833, 0.813)
H (0.879, 1.718, -0.972)
H (-3.136, 1.490, 0.120)
H (-2.423, -2.001, 1.118)